[1]
The following is a DFT calculation (ωB97M-V with the def2-TZVPD basis set) of C3H4N2O2 in the gas phase at a distorted geometry.

ORCA input file:
```
! wB97M-V def2-TZVPD RIJCOSX def2/J DEFGRID3
* xyz 0 1
C -0.06027 -0.39397 -0.75213
C -1.24313 -0.98075 1.14919
C 0.82361 1.66325 -2.02444
N 0.00119 0.74532 -1.31022
N -1.24292 -1.09225 -0.10470
O 0.65598 2.05961 -3.12420
O 1.74910 2.21365 -1.19494
H 0.78838 -1.03989 -0.86365
H -0.60946 -0.42605 1.91743
H -2.03034 -1.56467 1.47440
H 2.48507 2.71081 -1.59485
*
```

Max |F|   4.72 eV Å⁻¹
DFT total energy   -10248.9431 eV
Orbital gap   10.36 eV
SMILES string   C=N/C=N/C(=O)O

---

[2]
The following is a DFT calculation (ωB97M-V with the def2-TZVPD basis set) of C3H4N2O2S in the gas phase at a distorted geometry.

ORCA input file:
```
! wB97M-V def2-TZVPD RIJCOSX def2/J DEFGRID3
* xyz 0 1
C -0.78847 0.38358 -0.02514
C 0.06245 1.37856 0.29028
C 1.21594 -0.52403 0.15909
N -0.07686 -0.78200 -0.18536
N 1.39178 0.71469 0.50111
O 3.88937 0.10382 0.30965
O 3.00174 1.89151 -1.23803
S 3.40105 1.42879 0.10883
H -1.87698 0.57485 -0.21965
H -0.18085 2.42789 0.44671
H 2.05604 -1.29563 0.14211
H -0.37609 -1.56956 -0.69217
*
```

Max |F|   3.53 eV Å⁻¹
DFT total energy   -21085.2496 eV
Orbital gap   10.21 eV

---

[3]
The following is a DFT calculation (ωB97M-V with the def2-TZVPD basis set) of a molecular structure, C3H4N2O2S at a distorted geometry.

ORCA input file:
```
! wB97M-V def2-TZVPD RIJCOSX def2/J DEFGRID3
* xyz 0 1
C 0.04370 0.36430 0.52823
C 0.58587 1.50454 -0.28403
C -0.38617 -0.96307 -0.07608
N 0.70036 2.45849 0.55705
N -0.19085 0.64909 1.74708
O -0.52098 0.19382 2.74472
O 0.32329 2.35248 1.84345
S 0.98227 1.37915 -1.88163
H -1.42214 -0.85686 -0.05576
H -0.11060 -1.75283 0.53486
H 0.07385 -0.94179 -1.21621
H 1.35210 3.22948 0.43579
*
```

Max |F|   4.56 eV Å⁻¹
DFT total energy   -21080.4691 eV
Orbital gap   8.16 eV

---

[4]
The following is a DFT calculation (ωB97M-V with the def2-TZVPD basis set) of C3H4N2O2S in the gas phase at a distorted geometry.

ORCA input file:
```
! wB97M-V def2-TZVPD RIJCOSX def2/J DEFGRID3
* xyz 0 1
C -0.85653 -0.34259 -0.62474
C -0.27151 -1.49205 0.00610
C 0.88664 0.29736 0.80118
H -1.91908 0.62851 -1.93232
H -0.25654 -2.72572 -0.22505
H 1.27595 -1.71316 1.42515
H 0.52422 2.68463 0.68448
N 0.78191 -1.05528 0.81223
N -0.15961 0.82789 -0.03144
O -1.84987 -0.29547 -1.51345
O 1.73903 0.90205 1.36572
S 0.10538 2.28383 -0.76786
*
```

Max |F|   4.82 eV Å⁻¹
DFT total energy   -21083.9011 eV
Orbital gap   7.85 eV
SMILES string   O=c1[nH]cc(O)n1S